No. 1
Entry from the OMol25 dataset: the molecule C2HF3N2 in a non-equilibrium geometry (the ωB97M-V functional and the def2-TZVPD basis).

The value obtained for the energy relative to the best compared isomer or geometry (same formula, charge and spin) is 81.0 kcal per mole. The gap between HOMO and LUMO comes out at 11.2 eV. As for the SMILES: FC(F)(F)N1C=N1. For the LUMO energy, the calculation gives 0.1 eV. The HOMO energy comes out at -11.07 eV.

```
! wB97M-V def2-TZVPD RIJCOSX def2/J DEFGRID3
* xyz 0 1
C -0.041 -0.201 -0.654
C -0.681 -1.913 1.188
N -0.885 -0.978 -1.121
N -0.170 -1.851 -0.080
F -1.195 -0.796 1.849
F -1.672 -2.821 1.085
F 0.195 -2.384 2.088
H 0.570 0.654 -0.609
*
```

No. 2
Entry from the OMol25 dataset: a cluster of 2 separate species, C2HF3O2 in total in a non-equilibrium geometry (the ωB97M-V functional and the def2-TZVPD basis).

The value obtained for the energy relative to the best compared isomer or geometry (same formula, charge and spin) is 205.7 kcal per mole. The gap between HOMO and LUMO (spin up / spin down) comes out at 7.9 / 7.9 eV. For the LUMO energy (spin up / spin down), the calculation gives -2.4 / -2.4 eV. The HOMO energy (spin up / spin down) comes out at -10.36 / -10.37 eV.

```
! wB97M-V def2-TZVPD RIJCOSX def2/J DEFGRID3
* xyz 0 1
C 0.560 0.459 0.062
C -0.735 -0.185 -0.298
O 1.035 1.422 0.744
O 1.698 0.874 -0.461
F 1.021 -1.827 1.144
F -0.790 -0.555 -1.536
F -1.683 0.753 -0.078
H -1.107 -0.941 0.422
*
```

No. 3
Entry from the OMol25 dataset: a cluster of 2 separate species, C2HF4NO in total in a non-equilibrium geometry (the ωB97M-V functional and the def2-TZVPD basis).

The value obtained for the energy relative to the best compared isomer or geometry (same formula, charge and spin) is 4.3 kcal per mole. The gap between HOMO and LUMO comes out at 12.6 eV. As for the SMILES: N=C(F)F.O=C(F)F. For the LUMO energy, the calculation gives 0.6 eV. The HOMO energy comes out at -12.02 eV.

```
! wB97M-V def2-TZVPD RIJCOSX def2/J DEFGRID3
* xyz 0 1
C 0.690 -1.088 -0.839
C -1.163 1.474 1.193
N 1.613 -1.809 -1.198
O -0.380 2.082 1.808
F -0.369 -1.581 -0.153
F 0.510 0.270 -1.026
F -1.285 0.197 1.384
F -2.047 1.878 0.318
H 2.430 -1.423 -1.486
*
```

No. 4
Entry from the OMol25 dataset: the molecule C2HF4NO in a non-equilibrium geometry (the ωB97M-V functional and the def2-TZVPD basis).

The value obtained for the energy relative to the best compared isomer or geometry (same formula, charge and spin) is 118.3 kcal per mole. The gap between HOMO and LUMO (spin up / spin down) comes out at 9.3 / 9.6 eV. For the LUMO energy (spin up / spin down), the calculation gives -0.9 / -0.6 eV. The HOMO energy (spin up / spin down) comes out at -10.25 / -10.14 eV.

```
! wB97M-V def2-TZVPD RIJCOSX def2/J DEFGRID3
* xyz 0 1
C 1.030 -0.228 0.672
C 0.338 0.682 -0.270
N -1.814 -0.204 0.074
O -0.787 0.015 -0.720
F 2.061 -0.942 0.092
F 0.344 -1.153 1.333
F 0.103 1.928 0.284
F 1.164 0.912 -1.286
H -2.440 -1.010 -0.179
*
```

No. 5
Entry from the OMol25 dataset: a structure of composition C2HF6IrNO5S2 in a non-equilibrium geometry (the ωB97M-V functional and the def2-TZVPD basis).

As for the expectation value of S²: 6.0245. The value obtained for the energy relative to the best compared isomer or geometry (same formula, charge and spin) is 88.9 kcal per mole. The gap between HOMO and LUMO (spin up / spin down) comes out at 8.2 / 6.3 eV. For the LUMO energy (spin up / spin down), the calculation gives -6.4 / -8.8 eV. The HOMO energy (spin up / spin down) comes out at -14.57 / -15.11 eV.

```
! wB97M-V def2-TZVPD RIJCOSX def2/J DEFGRID3
* xyz 1 5
Ir -1.171 -1.742 -0.176
N 0.419 1.339 0.444
S -0.019 0.488 1.687
O -0.503 1.325 2.770
O -0.871 -0.701 1.349
C 1.531 -0.335 2.330
F 2.392 0.592 2.699
F 2.059 -1.078 1.374
F 1.220 -1.093 3.364
S 0.476 0.706 -1.071
O 1.666 1.238 -1.775
C -0.949 1.687 -1.793
F -2.078 1.340 -1.197
F -0.751 2.984 -1.650
F -1.029 1.401 -3.084
O -0.860 -3.187 -1.384
H -1.396 -3.341 -2.170
O -0.134 -1.625 -1.718
*
```

No. 6
Entry from the OMol25 dataset: a structure of composition C2HFGaO2 in a non-equilibrium geometry (the ωB97M-V functional and the def2-TZVPD basis).

The gap between HOMO and LUMO comes out at 6.2 eV. For the LUMO energy, the calculation gives 3.7 eV. The HOMO energy comes out at -2.49 eV.

```
! wB97M-V def2-TZVPD RIJCOSX def2/J DEFGRID3
* xyz -1 1
C -0.642 -0.103 -0.173
C 0.427 -0.819 -0.182
O -1.979 -0.282 -0.201
H -2.375 -0.151 0.711
Ga 3.177 0.165 -0.007
O 1.713 -0.513 -0.088
F -0.321 1.704 -0.060
*
```

No. 7
Entry from the OMol25 dataset: a structure of composition C2HFIN in a non-equilibrium geometry (the ωB97M-V functional and the def2-TZVPD basis).

The value obtained for the energy relative to the best compared isomer or geometry (same formula, charge and spin) is 26.0 kcal per mole. The gap between HOMO and LUMO comes out at 7.5 eV. For the LUMO energy, the calculation gives -2.5 eV. The HOMO energy comes out at -10.00 eV.

```
! wB97M-V def2-TZVPD RIJCOSX def2/J DEFGRID3
* xyz 0 1
C 0.001 1.367 -1.058
C 0.501 0.376 -0.175
N -0.436 2.198 -1.713
F 1.555 0.659 0.537
I 1.616 -1.363 -1.939
H -0.161 -0.038 0.498
*
```

No. 8
Entry from the OMol25 dataset: a cluster of 2 separate species, C2HFO in total in a non-equilibrium geometry (the ωB97M-V functional and the def2-TZVPD basis).

The value obtained for the energy relative to the best compared isomer or geometry (same formula, charge and spin) is 55.5 kcal per mole. The gap between HOMO and LUMO comes out at 9.5 eV. For the LUMO energy, the calculation gives 0.1 eV. The HOMO energy comes out at -9.36 eV.

```
! wB97M-V def2-TZVPD RIJCOSX def2/J DEFGRID3
* xyz 0 1
C -1.340 -0.268 -0.121
C 1.045 0.110 -0.510
O -2.427 -0.512 0.177
F 1.155 1.184 0.242
H 1.566 -0.514 0.212
*
```

No. 9
Entry from the OMol25 dataset: a cluster of 2 separate species, C2HFO2 in total in a non-equilibrium geometry (the ωB97M-V functional and the def2-TZVPD basis).

As for the expectation value of S²: 2.0038. The value obtained for the energy relative to the best compared isomer or geometry (same formula, charge and spin) is 7.3 kcal per mole. The gap between HOMO and LUMO (spin up / spin down) comes out at 9.8 / 11.2 eV. For the LUMO energy (spin up / spin down), the calculation gives 0.7 / -1.7 eV. The HOMO energy (spin up / spin down) comes out at -9.11 / -12.87 eV.

```
! wB97M-V def2-TZVPD RIJCOSX def2/J DEFGRID3
* xyz 0 3
C -0.777 -0.710 1.748
C 0.968 1.152 -1.543
O -1.331 0.217 2.181
O -0.263 -1.594 1.292
F 0.125 0.171 -1.090
H 1.277 0.765 -2.588
*
```

No. 10
Entry from the OMol25 dataset: a structure of composition C2HI5 in a non-equilibrium geometry (the ωB97M-V functional and the def2-TZVPD basis).

The value obtained for the energy relative to the best compared isomer or geometry (same formula, charge and spin) is 16.5 kcal per mole. The gap between HOMO and LUMO comes out at 7.8 eV. For the LUMO energy, the calculation gives -1.1 eV. The HOMO energy comes out at -8.92 eV.

```
! wB97M-V def2-TZVPD RIJCOSX def2/J DEFGRID3
* xyz 0 1
C 0.725 -0.649 -0.113
C -0.524 0.573 -0.001
I -0.054 -2.228 -1.248
I 1.413 -1.106 1.850
I -1.243 1.402 -1.965
I -2.282 0.089 1.197
I 0.459 2.161 1.033
H 1.506 -0.243 -0.753
*
```

No. 11
Entry from the OMol25 dataset: the ion C2HIN2O with charge +2 in a non-equilibrium geometry (the ωB97M-V functional and the def2-TZVPD basis).

The value obtained for the energy relative to the best compared isomer or geometry (same formula, charge and spin) is 74.2 kcal per mole. The gap between HOMO and LUMO (spin up / spin down) comes out at 10.5 / 6.1 eV. As for the SMILES: Ic1[n+]#co[nH+]1. For the LUMO energy (spin up / spin down), the calculation gives -12.1 / -15.5 eV. The HOMO energy (spin up / spin down) comes out at -22.66 / -21.65 eV.

```
! wB97M-V def2-TZVPD RIJCOSX def2/J DEFGRID3
* xyz 2 1
C 0.674 -1.483 0.000
C -0.666 0.076 0.000
N -0.563 -1.304 0.000
N 0.586 0.571 0.000
O 1.462 -0.489 0.000
I -2.467 1.085 0.000
H 0.973 1.543 0.000
*
```

No. 12
Entry from the OMol25 dataset: a cluster of 2 separate species, C2HN2O5 in total in a non-equilibrium geometry (the ωB97M-V functional and the def2-TZVPD basis).

The value obtained for the energy relative to the best compared isomer or geometry (same formula, charge and spin) is 0.0 kcal per mole. The gap between HOMO and LUMO comes out at 9.5 eV. For the LUMO energy, the calculation gives 3.8 eV. The HOMO energy comes out at -5.71 eV.

```
! wB97M-V def2-TZVPD RIJCOSX def2/J DEFGRID3
* xyz -1 1
C -2.590 0.948 -0.520
C -0.364 -1.033 0.458
N 0.791 0.196 0.475
N 1.809 0.356 -0.280
O 0.187 -2.092 0.364
O -3.474 0.504 -1.058
O -1.431 -0.597 0.666
O 1.813 -0.302 -1.315
O 2.744 1.140 0.027
H 0.514 0.879 1.184
*
```